# 1
C4H6N2O | ωB97M-V/def2-TZVPD

```
13
Properties=species:S:1:pos:R:3
N -0.95 -0.59 1.53
C -0.19 -0.37 0.44
C -0.06 0.93 -0.29
O -1.22 1.73 -0.21
C 0.67 0.68 -1.58
C 1.16 -0.55 -1.38
N 0.64 -1.19 -0.14
H -1.66 0.11 1.71
H -0.62 -1.10 2.33
H -1.19 2.29 -0.99
H 0.74 1.38 0.33
H 1.86 -1.17 -1.93
H 0.82 -2.14 0.18
```

For the HOMO energy, the calculation gives -7.424 eV. The largest force on an atom is 0.4 eV/Å. As for the gap between HOMO and LUMO: 7.8 eV. The spin multiplicity is 1.

These are the Löwdin partial charges, in e, on atoms 1 to 4: N 0.181; C -0.297; C -0.417; O -0.031

***

# 2
C2H14O6 | ωB97M-V/def2-TZVPD

```
22
Properties=species:S:1:pos:R:3
C 2.27 -2.24 -1.79
C 1.68 -1.12 -1.35
O 0.80 -1.19 -0.30
H 2.83 -2.36 -2.69
H 2.17 -3.21 -1.34
H 1.87 -0.18 -1.84
H 0.45 -0.28 -0.31
O 0.33 1.05 1.41
H 1.27 1.15 1.53
H 0.00 1.94 1.66
O -0.35 3.76 0.37
H -1.00 4.29 0.83
H -0.83 3.33 -0.35
O -1.97 1.42 -0.45
H -2.00 0.88 -1.22
H -2.56 1.05 0.22
O -2.01 -1.27 -0.94
H -1.08 -1.57 -0.82
H -2.49 -1.71 -0.26
O 0.17 -1.19 2.94
H -0.01 -0.54 2.24
H 0.45 -1.99 2.48
```

As for the SMILES: C=CO.O.O.O.O.O. For the HOMO energy, the calculation gives -9.341 eV. The largest force on an atom is 2.5 eV/Å. As for the gap between HOMO and LUMO: 9.8 eV. The spin multiplicity is 1.

These are the Löwdin partial charges, in e, on atoms 1 to 4: C 0.015; C -0.247; O -0.052; H 0.045

***

# 3
F6KP | ωB97M-V/def2-TZVPD

```
8
Properties=species:S:1:pos:R:3
K 8.51 0.34 -5.23
P 10.32 -0.80 -2.51
F 8.81 -1.37 -2.48
F 10.92 -2.25 -2.29
F 10.31 -1.05 -4.16
F 11.77 -0.15 -2.68
F 9.66 0.71 -2.79
F 10.31 -0.50 -0.95
```

For the HOMO energy, the calculation gives -12.200 eV. The largest force on an atom is 0.6 eV/Å. As for the gap between HOMO and LUMO: 11.1 eV. The spin multiplicity is 1.

These are the Löwdin partial charges, in e, on atoms 1 to 4: K 0.990; P 0.124; F -0.172; F -0.119

***

# 4
C3H6OS | ωB97M-V/def2-TZVPD

```
11
Properties=species:S:1:pos:R:3
C 1.13 -0.29 -0.09
C -0.12 -1.17 -0.08
S -1.74 -0.18 -0.23
C -0.79 1.32 0.05
O 0.60 1.04 -0.41
H 1.44 -0.15 0.95
H 1.90 -0.64 -0.79
H -0.30 -1.68 0.93
H -0.16 -1.89 -0.92
H -1.15 2.14 -0.55
H -0.81 1.51 1.14
```

As for the SMILES: C1CSCO1. For the HOMO energy, the calculation gives -8.716 eV. The largest force on an atom is 3.6 eV/Å. As for the gap between HOMO and LUMO: 9.7 eV. The spin multiplicity is 1.

These are the Löwdin partial charges, in e, on atoms 1 to 4: C -0.211; C -0.406; S 0.808; C -0.479